No. 1
Below is a cluster of 7 separate species, C28H70O14 in total, with properties calculated with the ωB97M-V functional and the def2-TZVPD basis.

```
112
Properties=species:S:1:pos:R:3
C 1.7859 3.5393 3.4489
O 1.0430 2.3870 3.6805
C 1.4211 1.7127 4.8404
C 0.4263 0.6584 5.2020
O -0.8640 1.2044 5.3361
C -1.8819 0.3635 4.8470
H 1.6332 4.2944 4.2388
H 1.4039 4.0167 2.5454
H 2.8666 3.3821 3.3547
H 1.5970 2.3923 5.6912
H 2.3952 1.1882 4.7587
H 0.7238 0.1642 6.1328
H 0.4336 -0.0852 4.3926
H -2.0655 0.4910 3.7757
H -2.8113 0.5346 5.3844
H -1.5687 -0.6803 4.9781
C 0.8148 6.2460 0.7594
O 0.8383 7.6333 0.9830
C 1.9122 8.2591 0.3190
C 1.7158 9.7473 0.3428
O 2.2561 10.3684 1.5195
C 1.3825 10.3733 2.6105
H 1.7721 5.7502 0.9798
H 0.6747 6.0567 -0.3183
H -0.0048 5.8199 1.3279
H 1.9739 7.9067 -0.7248
H 2.8585 7.9530 0.7837
H 0.6508 9.9943 0.2726
H 2.2295 10.2687 -0.4644
H 1.2426 9.3575 3.0092
H 0.3789 10.7408 2.3602
H 1.8031 11.0002 3.3925
C -0.1173 -7.7655 0.6873
O -0.7045 -6.5608 1.1296
C 0.1344 -5.7566 1.9362
C 1.4163 -5.2263 1.2990
O 1.4834 -3.8308 1.1668
C 0.4550 -3.3076 0.3504
H 0.9260 -7.6412 0.3892
H -0.6586 -8.1061 -0.1939
H -0.1702 -8.5289 1.4721
H 0.3565 -6.2911 2.8734
H -0.4836 -4.9192 2.2597
H 1.6048 -5.7104 0.3264
H 2.2807 -5.5329 1.8927
H 0.4642 -3.7936 -0.6317
H 0.5809 -2.2334 0.2738
H -0.5247 -3.4514 0.8159
C -0.3855 0.0255 -3.5243
O -0.4912 -0.0950 -4.9182
C -1.4447 -1.0781 -5.2530
C -0.8963 -2.5041 -5.0909
O -1.3603 -3.3856 -6.0810
C -2.7435 -3.6115 -6.0007
H -1.2822 0.4912 -3.0862
H 0.4117 0.7209 -3.2649
H -0.2256 -0.9104 -2.9782
H -1.7310 -0.9622 -6.3000
H -2.3637 -0.9630 -4.6615
H -1.1169 -2.9262 -4.0961
H 0.1944 -2.4892 -5.1398
H -3.0640 -3.8206 -4.9699
H -2.9763 -4.5091 -6.5736
H -3.3140 -2.7701 -6.4073
C 3.3256 -0.3287 1.6806
O 3.6570 0.0374 0.3640
C 4.5245 1.1499 0.3074
C 3.9333 2.3578 -0.3846
O 3.9820 2.2390 -1.7802
C 2.8689 1.5629 -2.3308
H 3.0142 0.5430 2.2769
H 4.1400 -0.8549 2.1880
H 2.4537 -0.9879 1.7386
H 5.3789 0.8673 -0.3278
H 5.0398 1.3837 1.2452
H 4.5442 3.2235 -0.0948
H 2.9421 2.6100 0.0136
H 3.2132 0.9173 -3.1408
H 2.1208 2.2481 -2.7446
H 2.3815 0.9235 -1.5971
C -2.5508 -0.2301 0.0751
O -1.3783 -0.7702 0.6341
C -0.5802 0.1505 1.3324
C 0.3366 0.9501 0.4392
O -0.3423 1.8445 -0.4194
C -0.2158 3.2129 -0.0480
H -3.2746 -1.0403 -0.0219
H -2.3939 0.1661 -0.9355
H -2.9603 0.5925 0.6691
H 0.0432 -0.3547 2.0759
H -1.2129 0.8494 1.8973
H 0.9432 0.2775 -0.1830
H 1.1288 1.4307 1.0322
H -0.8336 3.4262 0.8314
H -0.6412 3.7862 -0.8715
H 0.8300 3.4863 0.0947
C -1.5034 -5.8354 -2.5727
O -2.8927 -5.5070 -2.5682
C -3.5935 -5.9570 -1.4413
C -5.0263 -5.4803 -1.4990
O -5.2343 -4.1159 -1.1965
C -4.6427 -3.2172 -2.1132
H -1.3493 -6.7641 -2.0175
H -0.9808 -4.9649 -2.1836
H -1.2578 -6.0677 -3.6086
H -3.1304 -5.5827 -0.5116
H -3.5699 -7.0546 -1.3458
H -5.6207 -6.0501 -0.7863
H -5.4172 -5.6710 -2.5123
H -3.5543 -3.2488 -2.0671
H -5.0349 -2.2237 -1.9159
H -4.9011 -3.5243 -3.1380
```

The electronic energy is -58826.652 eV. The spin multiplicity is 1. As for the SMILES: COCCOC.COCCOC.COCCOC.COCCOC.COCCOC.COCCOC.COCCOC. As for the relative energy (zero: lowest compared OMol25 entry of this formula, charge and spin): 125.56 kcal/mol. The LUMO energy is 0.0215 Ha.

Here are the Löwdin charges for atoms 1 to 2, given in e: atom 1 (C): -0.115, atom 2 (O): -0.173


No. 2
Below is a cluster of 14 separate species, C28H71N2O15 in total, with properties calculated with the ωB97M-V functional and the def2-TZVPD basis.

```
116
Properties=species:S:1:pos:R:3
C 6.3098 0.3571 -0.1785
C 6.2439 0.3481 -1.7349
C 5.1176 1.2186 -2.3245
O 5.1643 2.5873 -1.8308
C 4.1390 2.8152 -0.9277
N 2.8823 3.1301 -1.6667
C 2.9316 3.7163 -2.9265
C 1.6244 3.8378 -3.2712
N 0.8424 3.3344 -2.2568
C 1.6481 2.9029 -1.2652
C 1.1790 2.2755 0.0148
C 0.2925 1.0318 -0.2940
O -0.8831 0.9850 -0.0206
C 1.0626 -0.1086 -0.9546
C 0.7347 -0.5286 -2.2349
C 1.4995 -1.5602 -2.7935
C 2.5507 -2.0975 -2.0483
C 2.8790 -1.6579 -0.7682
C 2.1090 -0.6467 -0.2074
H 5.8878 1.2560 0.2857
H 7.3689 0.3096 0.1097
H 5.8601 -0.5669 0.2131
H 7.1910 0.7375 -2.1382
H 6.0599 -0.6847 -2.0688
H 5.2646 1.2889 -3.4143
H 4.1320 0.7605 -2.1297
H 4.0071 1.9729 -0.2354
H 4.4128 3.7125 -0.3484
H 3.7923 4.0208 -3.5061
H 1.1864 4.2666 -4.1661
H -0.1665 3.2827 -2.1981
H 2.0848 1.9341 0.5392
H 0.6532 2.9694 0.6868
H -0.0767 -0.0545 -2.7916
H 1.2282 -1.8895 -3.8131
H 3.1777 -2.8853 -2.4712
H 3.7131 -2.0430 -0.1842
H 2.3135 -0.2744 0.7973
C -2.7846 1.8448 3.3495
O -1.6423 1.1052 2.9160
H -2.7067 2.0083 4.4217
H -2.8173 2.8118 2.8400
H -3.6969 1.2856 3.1378
H -1.7268 0.9716 1.9678
C 9.2640 -1.4595 1.3080
O 8.1721 -1.1711 2.1796
H 8.8685 -1.8767 0.3840
H 9.8144 -0.5417 1.0824
H 9.9341 -2.1869 1.7720
H 8.5409 -0.8048 2.9886
C -0.4996 -4.7187 -5.2848
O 0.6419 -3.8793 -5.0378
H -1.1472 -4.6971 -4.4171
H -1.0505 -4.3500 -6.1545
H -0.1700 -5.7406 -5.4602
H 1.1898 -3.9220 -5.8270
C -7.1850 0.7336 3.6001
O -6.0743 1.3765 4.2426
H -7.5540 1.3881 2.8125
H -6.8703 -0.2114 3.1652
H -7.9817 0.5581 4.3256
H -5.7648 0.7853 4.9347
C -0.6205 -3.8357 -0.3461
O 0.5401 -4.3775 -0.9591
H -0.4464 -3.7419 0.7235
H -0.8309 -2.8465 -0.7647
H -1.4739 -4.4989 -0.5119
H 0.3569 -4.4465 -1.9019
C 4.8605 -1.5222 3.0815
O 3.6948 -1.7144 2.2722
H 5.7421 -1.6350 2.4558
H 4.8527 -0.5184 3.5146
H 4.8872 -2.2690 3.8773
H 2.9301 -1.6117 2.8470
C -8.7765 -1.3023 1.0341
O -8.2482 -1.7708 2.2777
H -8.9675 -0.2349 1.1170
H -8.0597 -1.4764 0.2341
H -9.7128 -1.8192 0.8099
H -8.0873 -2.7137 2.1822
C -7.8590 4.3130 5.1596
O -6.5084 4.0656 5.5183
H -8.2549 5.0929 5.8072
H -7.9147 4.6436 4.1186
H -8.4506 3.4019 5.2879
H -6.1901 3.3729 4.9270
C -9.9004 4.5121 1.7280
O -9.8041 3.0906 1.7679
H -8.9059 4.9294 1.8669
H -10.2935 4.8347 0.7606
H -10.5538 4.8620 2.5310
H -10.6899 2.7383 1.6445
C 0.1867 7.1751 -2.3182
O 0.6726 6.7511 -1.0466
H -0.0296 8.2384 -2.2685
H 0.9458 6.9981 -3.0857
H -0.7307 6.6334 -2.5670
H 0.8581 5.8111 -1.1085
C 12.4815 -4.3697 2.6005
O 11.3962 -4.0750 3.4760
H 12.0764 -4.7877 1.6819
H 13.0371 -3.4580 2.3659
H 13.1513 -5.0992 3.0614
H 11.7713 -3.7080 4.2815
C -8.0326 -0.1820 -3.1375
O -7.9214 -0.1402 -1.7178
H -9.0873 -0.1508 -3.3991
H -7.5271 0.6792 -3.5823
H -7.5941 -1.1056 -3.5244
H -6.9846 -0.1683 -1.5034
C -1.3575 -6.9244 -2.3396
O -1.5215 -6.8917 -3.7529
H -0.4206 -6.4299 -2.0970
H -2.1830 -6.3951 -1.8557
H -1.3196 -7.9582 -1.9901
H -2.3545 -7.3271 -3.9578
```

The electronic energy is -63867.783 eV. The spin multiplicity is 1. Its total charge is +1. The LUMO energy is -0.0977 Ha.

Here are the Löwdin charges for atoms 1 to 2, given in e: atom 1 (C): -0.070, atom 2 (C): -0.187


No. 3
Below is a cluster of 7 separate species, C28H74F6N6O8P in total, with properties calculated with the ωB97M-V functional and the def2-TZVPD basis.

```
123
Properties=species:S:1:pos:R:3
P 9.3832 16.0788 11.3055
F 7.8530 16.2453 10.8153
F 9.9888 16.7010 9.9713
F 9.3221 17.5476 12.0296
F 10.9491 15.8460 11.7017
F 9.0486 15.3958 12.7183
F 9.0774 14.6731 10.5394
C 7.3512 12.9172 9.0221
O 7.6609 13.9768 8.1082
C 6.6079 14.9078 8.0109
C 6.6992 15.6787 6.6985
N 7.9682 16.0406 6.1419
C 8.6127 17.0810 6.9114
C 9.8242 17.5454 6.3293
O 10.7208 16.3568 6.1618
C 12.0357 16.5704 5.5962
H 8.2092 12.2963 9.2801
H 6.6774 12.2022 8.5502
H 6.9927 13.3713 9.9458
H 6.6933 15.6172 8.8340
H 5.6177 14.4546 7.9649
H 5.9672 16.4862 6.6836
H 6.2314 15.0308 5.9572
H 7.9640 16.2072 5.1457
H 8.8483 16.6633 7.8902
H 8.0273 17.9565 7.1923
H 10.3270 18.2548 6.9867
H 9.7403 18.0652 5.3749
H 11.9372 16.8271 4.5414
H 12.5484 15.6086 5.6030
H 12.5658 17.3498 6.1436
C 18.0581 19.6440 5.7557
O 16.9076 19.8297 6.5764
C 16.2285 21.1073 6.3750
C 14.8466 21.3132 6.9387
N 14.0190 20.2577 6.3362
C 12.6968 20.1381 7.0013
C 12.6905 19.8604 8.5205
O 13.0529 18.5674 8.7559
C 12.8697 18.1560 10.1128
H 18.6345 18.8139 6.1642
H 18.6080 20.5558 5.5227
H 17.6383 19.3302 4.8000
H 16.2286 21.1628 5.2864
H 16.8615 21.8896 6.7936
H 14.3997 22.2742 6.6843
H 14.9885 21.3305 8.0193
H 14.5684 19.4181 6.4513
H 12.0656 19.3836 6.5319
H 12.1741 21.0803 6.8364
H 11.6934 20.0542 8.9159
H 13.3736 20.5136 9.0635
H 13.5950 18.7250 10.6943
H 13.2122 17.1258 10.2112
H 11.8477 18.2529 10.4792
C 11.9404 15.8885 14.8633
C 12.5438 17.2225 15.0796
C 13.6466 17.7164 14.0587
O 14.9125 16.9791 14.0532
C 15.9093 17.4462 13.1225
N 11.4476 18.1906 15.1092
H 11.5445 15.8103 13.8508
H 11.1947 15.6636 15.6259
H 12.7713 15.2354 15.1300
H 13.1336 17.1829 15.9954
H 13.8803 18.7561 14.2877
H 13.2227 17.6577 13.0562
H 16.6239 16.6700 12.8485
H 16.5060 18.3022 13.4376
H 15.4477 17.5819 12.1444
H 11.1384 18.5310 14.2100
H 10.5972 17.8044 15.4935
C 8.9425 20.6857 14.8862
C 8.7896 21.6976 13.6633
C 8.8759 23.1450 14.1084
O 7.6749 23.5070 14.8203
C 7.2144 24.8597 15.0444
N 9.7406 21.3669 12.6939
H 8.2743 20.9011 15.7200
H 9.9264 20.8525 15.3248
H 8.8034 19.7160 14.4084
H 7.7821 21.5712 13.2670
H 8.8940 23.9235 13.3457
H 9.7488 23.3860 14.7151
H 7.4226 25.4956 14.1839
H 7.7653 25.2198 15.9133
H 6.1986 24.8336 15.4387
H 9.6677 20.3856 12.4665
H 9.5818 21.8818 11.8397
C 12.7194 14.2542 9.1980
C 11.6524 13.8663 8.1439
C 11.2024 12.4734 8.2892
O 9.9906 12.3599 7.4968
C 10.0031 11.0248 6.9563
N 10.4903 14.7900 8.2133
H 12.3434 13.9298 10.1683
H 13.0154 15.2932 9.3427
H 13.6125 13.6319 9.1408
H 12.1539 14.0756 7.1990
H 11.1375 12.2565 9.3554
H 11.9997 11.7895 7.9981
H 9.0363 10.6212 6.6554
H 10.4175 10.3143 7.6716
H 10.6608 10.9305 6.0922
H 10.1530 14.9514 9.1516
H 10.9427 15.6603 7.9725
C 6.7729 13.8988 15.0495
C 6.4435 13.0092 13.8976
C 6.8907 11.4974 14.0330
O 8.3307 11.1777 14.1049
C 9.0452 11.7314 13.0391
N 5.0495 13.1419 13.8494
H 7.7539 14.3313 14.8524
H 6.8069 13.3230 15.9743
H 6.1177 14.7673 15.1170
H 6.8735 13.4120 12.9806
H 6.4279 11.0068 13.1767
H 6.3940 11.1471 14.9378
H 9.3198 12.7697 13.2248
H 8.5038 11.7866 12.0946
H 10.0014 11.2311 12.8860
H 4.6800 12.5484 13.1205
H 5.0756 14.1127 13.5720
```

The electronic energy is -81149.409 eV. The spin multiplicity is 1. Its total charge is -1. The LUMO energy is 0.0869 Ha.

Here are the Löwdin charges for atoms 1 to 2, given in e: atom 1 (P): 0.187, atom 2 (F): -0.163


No. 4
Below is a structure of composition C28H75Ag2N6O9, with properties calculated with the ωB97M-V functional and the def2-TZVPD basis.

```
120
Properties=species:S:1:pos:R:3
Ag -22.6546 13.2944 -11.5395
Ag -20.7195 10.3372 -9.2760
C -25.3548 10.3246 -9.4979
C -24.0870 10.9812 -9.9917
O -22.9997 10.6168 -9.5017
O -24.2239 11.8451 -10.9143
H -26.0718 11.0872 -9.1929
H -25.1301 9.5592 -8.7630
H -25.8138 9.8301 -10.3609
C -29.5729 6.7049 -7.1178
C -30.8829 6.8963 -6.3605
C -31.3089 5.6048 -5.6978
O -32.5520 5.8819 -5.0933
C -33.1463 4.7328 -4.5055
N -30.6650 7.9307 -5.2889
H -29.7708 6.0140 -7.9410
H -28.8196 6.2073 -6.5062
H -29.2262 7.6388 -7.5637
H -31.6691 7.2662 -7.0176
H -30.5650 5.2818 -4.9544
H -31.4341 4.8084 -6.4414
H -34.1661 4.9866 -4.2322
H -32.6379 4.4720 -3.5680
H -33.1149 3.8524 -5.1498
H -29.7268 7.7597 -4.9279
H -31.3372 7.7178 -4.5482
C -23.2542 9.3589 -13.1446
C -22.9404 9.5547 -14.6264
C -24.1730 9.7058 -15.4957
O -24.8622 8.4786 -15.5014
C -26.0589 8.5691 -16.2205
N -21.9960 10.6615 -14.8689
H -22.3695 8.9436 -12.6584
H -24.0540 8.6190 -13.0344
H -23.6267 10.2740 -12.6781
H -22.4246 8.6478 -14.9562
H -23.8626 10.0673 -16.4833
H -24.8259 10.4757 -15.0367
H -25.9099 8.8803 -17.2616
H -26.7530 9.3123 -15.7987
H -26.5472 7.5986 -16.2325
H -21.4667 10.8520 -14.0225
H -22.5080 11.5263 -15.0432
C -27.2858 12.1331 -13.3370
C -27.8049 13.2265 -12.4132
C -28.8486 12.6687 -11.4825
O -29.2891 13.8213 -10.7725
C -30.3944 13.5989 -9.9145
N -26.6810 13.8075 -11.6170
H -26.9266 11.2669 -12.7782
H -26.6049 12.4401 -14.1335
H -28.1065 11.7625 -13.9696
H -28.3147 13.9887 -13.0025
H -28.4462 11.9281 -10.7716
H -29.6821 12.2372 -12.0436
H -30.3451 12.6063 -9.4333
H -31.3399 13.6039 -10.4613
H -30.3987 14.3426 -9.1169
H -25.9206 13.8796 -12.2972
H -26.2977 13.0215 -11.0777
C -32.4229 10.5052 -7.1643
C -31.3036 11.2374 -6.3708
C -31.6930 11.5756 -4.9497
O -32.8324 12.3755 -5.0376
C -33.2697 12.7738 -3.7476
N -30.1169 10.4331 -6.4428
H -33.2745 11.1888 -7.1456
H -32.7154 9.5957 -6.6391
H -32.1728 10.2912 -8.2023
H -31.1104 12.1752 -6.9140
H -30.8808 12.1149 -4.4467
H -31.9268 10.6460 -4.4076
H -33.4934 11.9281 -3.0917
H -34.1675 13.3804 -3.8444
H -32.5490 13.4254 -3.2372
H -29.9214 10.1573 -7.4125
H -30.2519 9.4779 -5.9595
C -22.5656 7.6606 -7.7430
C -22.0485 8.6879 -6.7545
C -21.8051 8.0353 -5.4065
O -21.3555 9.0238 -4.5213
C -21.0946 8.5557 -3.2096
N -20.7503 9.2660 -7.2152
H -23.3236 7.0222 -7.2771
H -21.7985 6.9882 -8.1295
H -23.1145 8.1299 -8.5613
H -22.7757 9.4946 -6.6632
H -21.0850 7.2109 -5.5370
H -22.7339 7.5638 -5.0494
H -20.1821 8.9958 -2.8189
H -21.0087 7.4664 -3.1511
H -21.9343 8.7992 -2.5505
H -20.3387 9.7480 -6.4141
H -20.1547 8.4394 -7.3058
C -25.6277 15.1245 -7.4551
C -26.7138 14.2196 -7.9920
C -27.9034 14.1122 -7.0145
O -28.4680 15.3802 -6.9303
C -29.3536 15.5348 -5.8263
N -27.3147 14.8359 -9.1874
H -25.8860 16.1803 -7.4804
H -24.6710 14.9588 -7.9551
H -25.3648 14.8533 -6.4293
H -26.2851 13.2438 -8.2216
H -27.5405 13.7453 -6.0445
H -28.6291 13.3320 -7.3128
H -29.4662 16.6010 -5.6369
H -28.9282 15.1617 -4.8876
H -30.3222 15.0734 -6.0285
H -28.2430 14.4840 -9.4970
H -27.5018 15.7931 -8.8484
C -25.9081 11.4501 -3.9755
C -26.8852 11.1013 -5.0700
O -28.1378 11.7016 -4.7483
H -25.6863 12.5199 -3.9646
H -24.9400 10.9828 -4.1576
H -26.3131 11.1562 -3.0110
H -26.9430 10.0021 -5.1100
H -26.5462 11.4186 -6.0680
H -28.7865 11.4167 -5.4120
```

The electronic energy is -65587.577 eV. The spin multiplicity is 3. Its total charge is +3. As for the relative energy (zero: lowest compared OMol25 entry of this formula, charge and spin): 0.00 kcal/mol. The LUMO energy (alpha / beta) is -0.3118 / -0.4160 Ha. The expectation value of S² is 2.01.

Here are the Löwdin charges for atoms 1 to 2, given in e: atom 1 (Ag): 0.854, atom 2 (Ag): 0.772


Which of these has the lowest electronic energy?
C28H74F6N6O8P


What is the electronic energy in the third record?
-81149.409 eV


What is the formula in the first record?
C28H70O14


Among the records above, which one has the highest electronic energy?
C28H70O14